{"formula": "C40H33Br2I2N5OP2Se2Ta", "method": "ωB97M-V with the def2-TZVPD basis set", "total_energy_ev": -358599.509, "relative_energy_kj_mol": 81.0, "charge": 3, "homo_lumo_gap_ev": 4.43, "species": ["Ta", "I", "C", "C", "C", "I", "C", "O", "C", "C", "N", "C", "C", "C", "C", "C", "C", "N", "C", "H", "H", "H", "H", "H", "H", "H", "H", "H", "H", "H", "Br", "C", "Br", "H", "H", "Se", "P", "C", "C", "C", "C", "C", "C", "C", "C", "C", "C", "C", "C", "C", "C", "N", "N", "N", "P", "Se", "C", "C", "C", "C", "C", "C", "C", "C", "C", "C", "C", "C", "H", "H", "H", "H", "H", "H", "H", "H", "H", "H", "H", "H", "H", "H", "H", "H", "H", "H", "H", "H"], "positions_angstrom": [[0.213, -0.735, -0.015], [-3.451, -1.366, 6.881], [-2.608, -1.400, 4.984], [-2.317, -2.620, 4.383], [-1.753, -2.669, 3.111], [-1.275, -4.460, 2.190], [-1.511, -1.461, 2.488], [-0.928, -1.375, 1.252], [-1.783, -0.217, 3.058], [-1.506, 1.024, 2.256], [-0.133, 1.049, 1.626], [0.905, 1.047, 2.681], [2.128, 0.291, 2.269], [3.286, 0.424, 3.017], [4.425, -0.264, 2.650], [4.371, -1.064, 1.511], [3.195, -1.157, 0.819], [2.052, -0.506, 1.180], [-2.334, -0.197, 4.327], [-2.529, -3.541, 4.910], [-2.235, 1.125, 1.453], [-1.607, 1.902, 2.898], [-0.060, 1.949, 1.156], [1.182, 2.066, 2.953], [0.493, 0.580, 3.579], [3.279, 1.077, 3.879], [5.336, -0.175, 3.228], [5.231, -1.618, 1.164], [3.140, -1.777, -0.062], [-2.566, 0.745, 4.808], [-1.359, 1.629, -1.176], [-2.451, 0.498, -2.294], [-1.862, -1.310, -1.918], [-2.241, 0.728, -3.331], [-3.495, 0.607, -2.025], [4.008, -1.706, -5.544], [3.981, 0.210, -4.687], [5.571, 0.759, -4.040], [5.741, 1.456, -2.846], [7.012, 1.851, -2.457], [8.110, 1.569, -3.258], [7.942, 0.882, -4.453], [6.678, 0.469, -4.841], [3.297, 1.544, -5.690], [4.030, 2.692, -5.962], [3.487, 3.678, -6.775], [2.219, 3.518, -7.309], [1.482, 2.370, -7.036], [2.021, 1.382, -6.233], [2.839, 0.219, -3.255], [2.083, -0.781, -2.671], [1.422, -0.184, -1.642], [1.771, 1.112, -1.595], [2.593, 1.365, -2.552], [1.821, -2.555, -2.812], [0.841, -3.027, -0.767], [3.319, -3.503, -2.815], [4.499, -2.977, -2.286], [5.637, -3.758, -2.273], [5.597, -5.052, -2.786], [4.422, -5.570, -3.312], [3.271, -4.799, -3.327], [0.573, -3.086, -3.992], [0.625, -2.581, -5.295], [-0.297, -3.012, -6.234], [-1.264, -3.946, -5.890], [-1.314, -4.453, -4.596], [-0.402, -4.024, -3.646], [4.893, 1.727, -2.232], [7.144, 2.398, -1.533], [9.098, 1.889, -2.954], [8.794, 0.663, -5.082], [6.553, -0.088, -5.761], [5.021, 2.823, -5.546], [4.062, 4.567, -6.995], [1.804, 4.284, -7.951], [0.499, 2.243, -7.470], [1.462, 0.469, -6.050], [4.548, -1.944, -1.955], [6.567, -3.355, -1.898], [6.496, -5.655, -2.788], [4.405, -6.570, -3.723], [2.359, -5.194, -3.757], [1.393, -1.875, -5.578], [-0.246, -2.624, -7.243], [-1.974, -4.289, -6.630], [-2.055, -5.193, -4.329], [-0.447, -4.459, -2.655]]}


{"formula": "C56H45Cl3F3NO2P2PbSSi", "method": "ωB97M-V with the def2-TZVPD basis set", "total_energy_ev": -152645.213, "relative_energy_kj_mol": 143.1, "homo_lumo_gap_ev": 7.22, "species": ["Pb", "C", "Si", "C", "C", "C", "C", "C", "C", "P", "C", "C", "C", "C", "C", "C", "C", "C", "C", "C", "C", "C", "C", "C", "C", "C", "C", "C", "P", "C", "C", "C", "C", "C", "C", "C", "C", "C", "C", "C", "C", "H", "H", "H", "H", "H", "H", "H", "H", "H", "H", "H", "H", "H", "H", "H", "H", "H", "H", "H", "H", "H", "H", "H", "H", "H", "H", "H", "H", "H", "H", "H", "F", "C", "F", "F", "C", "C", "C", "C", "N", "C", "S", "H", "H", "H", "Cl", "C", "C", "O", "O", "H", "H", "C", "C", "C", "C", "C", "C", "C", "C", "C", "C", "H", "H", "H", "H", "H", "H", "H", "Cl", "C", "Cl", "H", "H"], "positions_angstrom": [[-1.109, 0.189, -1.424], [1.088, 3.594, 2.386], [1.268, 2.509, 0.866], [2.182, 3.419, -0.481], [2.562, 4.769, -0.311], [3.346, 5.429, -1.230], [3.757, 4.717, -2.377], [3.483, 3.364, -2.523], [2.662, 2.727, -1.563], [2.487, 0.845, -1.632], [4.183, 0.275, -1.227], [5.295, 1.069, -0.834], [6.437, 0.493, -0.346], [6.488, -0.883, -0.307], [5.483, -1.706, -0.721], [4.321, -1.115, -1.176], [2.193, 0.558, -3.383], [2.877, -0.427, -4.121], [2.491, -0.738, -5.413], [1.403, -0.120, -5.977], [0.646, 0.755, -5.208], [1.067, 1.160, -3.930], [1.949, 0.862, 1.382], [3.201, 1.141, 1.934], [3.988, 0.117, 2.442], [3.572, -1.193, 2.366], [2.270, -1.432, 1.961], [1.402, -0.368, 1.505], [-0.513, -0.750, 1.309], [-0.024, -2.366, 0.324], [-0.602, -3.642, 0.475], [-0.249, -4.746, -0.309], [0.587, -4.578, -1.339], [1.176, -3.308, -1.639], [0.934, -2.278, -0.680], [-0.743, 0.421, 2.813], [0.153, 0.481, 3.962], [-0.116, 1.299, 5.024], [-1.333, 1.965, 5.126], [-2.251, 1.827, 4.128], [-1.983, 1.019, 3.036], [2.126, 3.661, 2.803], [0.472, 3.110, 3.094], [0.669, 4.557, 2.351], [2.309, 5.282, 0.610], [3.774, 6.413, -1.054], [4.422, 5.208, -3.097], [3.786, 2.817, -3.417], [5.128, 2.171, -1.005], [7.339, 1.084, -0.120], [7.338, -1.402, 0.240], [5.527, -2.816, -0.701], [3.554, -1.820, -1.395], [3.819, -0.783, -3.720], [3.078, -1.543, -5.974], [1.039, -0.480, -6.921], [-0.272, 1.137, -5.675], [0.528, 1.920, -3.357], [3.555, 2.154, 1.970], [4.967, 0.448, 2.788], [4.275, -1.941, 2.589], [1.874, -2.447, 1.965], [-1.306, -3.834, 1.274], [-0.704, -5.699, -0.102], [0.774, -5.382, -2.023], [1.842, -3.206, -2.491], [1.481, -1.345, -0.727], [1.118, -0.042, 3.881], [0.611, 1.393, 5.836], [-1.437, 2.618, 5.977], [-3.208, 2.265, 4.164], [-2.744, 0.962, 2.277], [-4.531, 2.492, -5.128], [-5.271, 2.711, -4.018], [-4.917, 3.913, -3.562], [-6.569, 2.827, -4.405], [-5.085, 1.496, -3.096], [-6.145, 0.621, -2.823], [-5.926, -0.555, -2.042], [-4.611, -0.858, -1.699], [-3.582, 0.103, -1.934], [-3.767, 1.226, -2.632], [-2.387, 2.185, -2.896], [-7.132, 0.835, -3.172], [-6.793, -1.242, -2.035], [-4.284, -1.762, -1.129], [-1.239, 5.124, 0.438], [-1.868, 3.686, 1.271], [-1.508, 2.516, 0.440], [-2.434, 1.882, 0.012], [-0.278, 2.306, 0.125], [-2.934, 3.732, 1.390], [-1.442, 3.596, 2.238], [-1.977, -4.328, 5.149], [-0.782, -3.751, 4.719], [-0.783, -2.910, 3.662], [-2.031, -2.532, 3.001], [-2.062, -1.591, 1.909], [-3.284, -1.263, 1.342], [-4.481, -1.826, 1.921], [-4.461, -2.736, 2.981], [-3.218, -3.107, 3.485], [-3.144, -3.997, 4.599], [-1.958, -4.923, 6.065], [0.138, -3.910, 5.275], [0.152, -2.420, 3.382], [-3.279, -0.491, 0.597], [-5.489, -1.507, 1.591], [-5.386, -3.050, 3.424], [-4.083, -4.437, 4.979], [-2.684, -2.479, -4.501], [-2.408, -3.639, -3.186], [-3.997, -4.316, -2.709], [-2.022, -3.060, -2.359], [-1.819, -4.379, -3.597]]}


{"formula": "C14H21Br2F3N3", "method": "ωB97M-V with the def2-TZVPD basis set", "total_energy_ev": -167560.290, "charge": 1, "homo_lumo_gap_ev": 10.56, "species": ["C", "C", "C", "C", "C", "N", "C", "N", "C", "C", "C", "C", "F", "Br", "C", "F", "F", "Br", "C", "H", "H", "H", "H", "H", "H", "H", "H", "H", "H", "H", "H", "H", "H", "H", "H", "H", "H", "C", "C", "N", "H", "H", "H"], "positions_angstrom": [[-1.559, -0.867, -1.381], [-2.027, -2.307, -1.227], [-3.106, -2.360, -0.124], [-0.905, -3.302, -0.882], [0.411, -3.190, -1.628], [1.295, -2.087, -1.201], [2.117, -1.390, -1.970], [2.788, -0.519, -1.211], [2.371, -0.636, 0.087], [2.872, 0.129, 1.275], [1.798, 0.810, 2.126], [1.139, 2.135, 1.707], [-0.203, 1.924, 1.561], [1.331, 3.420, 3.171], [1.604, 2.849, 0.412], [1.157, 4.117, 0.381], [2.939, 2.859, 0.348], [0.863, 2.034, -1.184], [1.422, -1.627, 0.098], [-0.726, -0.757, -2.070], [-1.217, -0.479, -0.420], [-2.373, -0.231, -1.707], [-2.498, -2.616, -2.156], [-3.617, -1.403, -0.087], [-2.649, -2.489, 0.852], [-3.840, -3.136, -0.299], [-0.752, -3.338, 0.192], [-1.277, -4.290, -1.143], [0.242, -3.120, -2.697], [0.977, -4.102, -1.458], [2.240, -1.521, -3.027], [3.479, 0.136, -1.538], [3.694, 0.785, 1.014], [3.316, -0.629, 1.916], [2.232, 0.966, 3.104], [0.988, 0.107, 2.285], [0.878, -2.003, 0.937], [-2.199, 4.580, 1.138], [-3.341, 3.874, 0.574], [-4.233, 3.315, 0.143], [-1.458, 3.855, 1.462], [-1.756, 5.232, 0.387], [-2.508, 5.180, 1.992]]}


{"formula": "C51H87F13IN4O15PS", "method": "ωB97M-V with the def2-TZVPD basis set", "smiles": "C=CCc1nc2c(CCC(F)(F)C(F)(F)C(F)(F)C(F)(F)S(F)(F)(F)(F)F)c(CP(=O)(O)O)c(NCCCC)c(I)c2nc1-c1cccnc1.COCCOC.COCCOC.COCCOC.COCCOC.COCCOC.COCCOC", "total_energy_ev": -154485.790, "homo_lumo_gap_ev": 5.71, "species": ["C", "C", "C", "C", "N", "C", "C", "C", "C", "C", "F", "F", "C", "F", "F", "C", "F", "F", "C", "F", "F", "S", "F", "F", "F", "F", "F", "C", "C", "P", "O", "O", "O", "C", "N", "C", "C", "C", "C", "C", "I", "C", "N", "C", "C", "C", "C", "C", "N", "C", "H", "H", "H", "H", "H", "H", "H", "H", "H", "H", "H", "H", "H", "H", "H", "H", "H", "H", "H", "H", "H", "H", "H", "H", "H", "H", "H", "C", "O", "C", "C", "O", "C", "H", "H", "H", "H", "H", "H", "H", "H", "H", "H", "C", "O", "C", "C", "O", "C", "H", "H", "H", "H", "H", "H", "H", "H", "H", "H", "C", "O", "C", "C", "O", "C", "H", "H", "H", "H", "H", "H", "H", "H", "H", "H", "C", "O", "C", "C", "O", "C", "H", "H", "H", "H", "H", "H", "H", "H", "H", "H", "C", "O", "C", "C", "O", "C", "H", "H", "H", "H", "H", "H", "H", "H", "H", "H", "C", "O", "C", "C", "O", "C", "H", "H", "H", "H", "H", "H", "H", "H", "H", "H"], "positions_angstrom": [[1.682, -4.222, 3.983], [1.876, -4.182, 2.505], [2.821, -2.991, 1.888], [2.432, -1.539, 2.607], [1.092, -0.960, 2.265], [0.821, 0.373, 2.904], [-0.639, 1.084, 2.501], [-1.665, 0.321, 1.483], [-3.248, 0.355, 1.893], [-4.187, -0.783, 1.182], [-5.459, -0.158, 0.656], [-3.453, -1.202, -0.072], [-4.425, -2.152, 2.038], [-5.502, -2.909, 1.292], [-3.251, -3.095, 2.033], [-5.029, -1.906, 3.578], [-5.769, -0.631, 3.529], [-6.028, -3.029, 3.745], [-3.937, -2.080, 4.764], [-3.740, -3.568, 4.947], [-2.555, -1.568, 4.432], [-4.356, -1.391, 6.437], [-6.042, -1.583, 6.277], [-4.348, 0.244, 5.932], [-2.648, -1.207, 6.766], [-4.292, -3.012, 7.089], [-4.632, -0.831, 8.038], [-0.938, 2.597, 3.149], [-2.318, 3.465, 2.805], [-2.442, 4.028, 0.984], [-3.931, 3.767, 0.421], [-1.211, 3.391, -0.070], [-2.264, 5.795, 0.943], [0.134, 3.380, 4.152], [-0.074, 4.755, 4.745], [-0.817, 4.714, 6.061], [-1.349, 6.216, 6.546], [-2.582, 6.725, 5.567], [-3.949, 5.794, 5.707], [1.518, 2.578, 4.500], [2.921, 3.600, 5.886], [1.916, 1.075, 3.884], [3.262, 0.550, 4.305], [3.452, -0.771, 3.614], [4.916, -1.528, 3.891], [5.017, -2.529, 5.209], [6.532, -3.233, 5.297], [7.575, -2.805, 4.121], [7.422, -1.896, 2.949], [6.094, -1.232, 2.810], [1.598, -5.268, 4.500], [1.614, -3.274, 4.677], [1.365, -4.913, 1.747], [2.511, -2.863, 0.744], [3.969, -3.217, 1.885], [-1.566, 0.854, 0.426], [-1.369, -0.808, 1.349], [-3.447, 0.398, 3.069], [-3.662, 1.403, 1.495], [-3.281, 2.847, 3.147], [-2.361, 4.460, 3.463], [-0.279, 3.625, 0.257], [-1.329, 6.012, 1.251], [-0.494, 5.420, 4.057], [-0.054, 4.373, 6.908], [-1.685, 3.918, 6.026], [-1.750, 6.209, 7.665], [-0.436, 6.969, 6.410], [-2.828, 7.850, 5.784], [-2.239, 6.675, 4.429], [-3.711, 4.640, 5.673], [-4.438, 6.003, 6.754], [-4.705, 6.003, 4.819], [4.156, -2.727, 5.977], [6.810, -4.005, 6.160], [8.647, -3.327, 4.210], [5.941, -0.490, 1.888], [1.257, 7.243, 9.512], [0.041, 7.971, 9.387], [-0.816, 7.791, 10.519], [-0.788, 9.017, 11.434], [0.476, 9.144, 12.090], [1.281, 10.168, 11.513], [1.920, 7.539, 8.695], [1.759, 7.456, 10.459], [1.060, 6.170, 9.428], [-0.552, 6.881, 11.071], [-1.832, 7.666, 10.129], [-1.540, 8.886, 12.220], [-1.038, 9.929, 10.878], [0.855, 11.148, 11.742], [1.369, 10.045, 10.430], [2.280, 10.109, 11.953], [-8.760, -0.348, -4.133], [-8.002, -1.380, -3.511], [-6.809, -1.687, -4.239], [-5.576, -1.092, -3.557], [-5.570, 0.335, -3.653], [-5.942, 0.958, -2.426], [-9.570, -0.061, -3.456], [-8.149, 0.536, -4.334], [-9.200, -0.718, -5.063], [-6.885, -1.350, -5.280], [-6.715, -2.778, -4.245], [-4.680, -1.446, -4.078], [-5.508, -1.417, -2.512], [-5.150, 0.820, -1.685], [-6.884, 0.556, -2.043], [-6.067, 2.028, -2.608], [5.585, -4.300, -0.751], [4.216, -4.689, -0.774], [3.707, -4.795, -2.107], [3.587, -6.258, -2.539], [4.876, -6.854, -2.711], [5.220, -7.714, -1.628], [5.948, -4.383, 0.278], [6.198, -4.943, -1.386], [5.681, -3.258, -1.070], [4.326, -4.227, -2.811], [2.708, -4.348, -2.100], [3.088, -6.298, -3.513], [2.980, -6.831, -1.826], [4.597, -8.612, -1.655], [5.105, -7.209, -0.664], [6.266, -8.010, -1.744], [-3.099, 4.830, -4.739], [-3.080, 3.681, -5.578], [-4.289, 2.921, -5.479], [-5.187, 3.148, -6.696], [-5.722, 4.475, -6.704], [-5.063, 5.315, -7.648], [-2.220, 5.439, -4.972], [-3.993, 5.436, -4.904], [-3.042, 4.526, -3.689], [-4.822, 3.149, -4.548], [-3.997, 1.866, -5.451], [-6.040, 2.465, -6.637], [-4.649, 2.935, -7.628], [-5.323, 5.006, -8.664], [-3.978, 5.290, -7.517], [-5.409, 6.340, -7.495], [3.979, -0.994, -7.284], [3.922, -2.298, -7.851], [4.856, -3.195, -7.241], [4.156, -4.153, -6.277], [3.674, -3.463, -5.120], [2.265, -3.258, -5.164], [3.148, -0.409, -7.686], [3.887, -1.023, -6.196], [4.916, -0.506, -7.567], [5.657, -2.643, -6.735], [5.308, -3.778, -8.050], [4.883, -4.891, -5.924], [3.344, -4.694, -6.779], [1.747, -4.212, -5.037], [1.957, -2.789, -6.103], [1.988, -2.598, -4.338], [3.889, -5.845, -10.926], [4.598, -6.378, -9.813], [4.768, -7.796, -9.909], [6.196, -8.156, -10.323], [6.452, -7.778, -11.678], [7.248, -6.599, -11.766], [3.926, -4.754, -10.865], [4.336, -6.153, -11.874], [2.843, -6.161, -10.886], [4.036, -8.234, -10.598], [4.578, -8.205, -8.911], [6.314, -9.244, -10.271], [6.929, -7.705, -9.642], [8.269, -6.815, -11.439], [6.829, -5.787, -11.165], [7.276, -6.281, -12.811]]}